# 1
The following is a DFT calculation (ωB97M-V/def2-TZVPD) of C59H52N2P2SSi2Zn as an isolated structure.

HOMO level in Eh: -0.2514
DFT total energy in eV: -158595.761
Frontier orbital gap in eV: 7.256
2S+1: 1

Cartesian coordinates (Å):
Zn  -0.079805  -0.636006  0.294703
C  1.049086  -3.508704  2.405732
Si  1.470435  -1.760305  1.698046
C  1.927701  -0.711759  3.247369
C  2.687318  -1.267597  4.269195
C  2.830098  -0.645459  5.495012
C  2.233296  0.583022  5.719140
C  1.515810  1.185800  4.702250
C  1.351600  0.543780  3.476578
P  0.332977  1.322324  2.165378
C  -1.365391  1.024285  2.772015
C  -1.692055  0.541917  4.031583
C  -3.021646  0.444047  4.407262
C  -4.028771  0.831983  3.538916
C  -3.705170  1.295511  2.273081
C  -2.380866  1.393279  1.891399
C  0.461415  3.097132  2.591233
C  -0.563520  3.824812  3.187754
C  -0.400167  5.173596  3.440366
C  0.781455  5.808956  3.099352
C  1.796227  5.094843  2.479334
C  1.635936  3.747669  2.218778
C  3.068050  -2.062462  0.677489
C  3.961424  -3.015685  1.152249
C  5.081189  -3.397274  0.442726
C  5.342903  -2.802875  -0.780087
C  4.473130  -1.849368  -1.274698
C  3.325222  -1.485079  -0.573653
P  2.203928  -0.173193  -1.244169
C  1.844444  -0.614594  -2.999228
C  2.773841  -0.910908  -3.993248
C  2.350211  -1.322822  -5.244331
C  1.001696  -1.390957  -5.547517
C  0.071182  -1.018491  -4.592209
C  0.491598  -0.633498  -3.333566
C  3.424145  1.161738  -1.456354
C  3.354753  2.032246  -2.539453
C  4.240732  3.087914  -2.639669
C  5.198507  3.292730  -1.660371
C  5.245951  2.450554  -0.561501
C  4.362150  1.394719  -0.454244
H  1.675843  -3.812208  3.235647
H  0.024849  -3.552461  2.760287
H  1.142775  -4.259320  1.627131
H  3.165946  -2.221942  4.107974
H  3.391725  -1.125223  6.283161
H  2.308978  1.060552  6.686173
H  1.063901  2.154621  4.871246
H  -0.909445  0.255409  4.720744
H  -3.269792  0.074569  5.391908
H  -5.062950  0.787106  3.852658
H  -4.485619  1.593981  1.587642
H  -2.100560  1.791769  0.922566
H  -1.488178  3.338926  3.463427
H  -1.199482  5.726860  3.911932
H  0.907482  6.860486  3.310079
H  2.713904  5.593102  2.201628
H  2.415690  3.180994  1.724691
H  3.761348  -3.470395  2.109684
H  5.748588  -4.146815  0.843040
H  6.218999  -3.081531  -1.348886
H  4.709735  -1.381841  -2.217825
H  3.833921  -0.816437  -3.815385
H  3.085282  -1.594181  -5.988290
H  0.681052  -1.724061  -6.523575
H  -0.984225  -1.032238  -4.817649
H  -0.237016  -0.331977  -2.590683
H  2.601123  1.879120  -3.299354
H  4.186931  3.753744  -3.488443
H  5.898650  4.110821  -1.747626
H  5.978441  2.615765  0.213901
H  4.392110  0.737941  0.404814
C  -1.771587  2.821632  -3.827023
N  -1.163548  3.917878  -3.125748
C  -1.258528  5.255869  -3.429861
C  -0.571028  5.950453  -2.497058
N  -0.054398  5.029947  -1.616409
C  -0.411332  3.772260  -1.999913
S  0.023352  2.372070  -1.234887
H  -2.272965  3.196446  -4.715175
H  -2.496216  2.315136  -3.183540
H  -1.012293  2.092450  -4.116796
H  -1.816173  5.600427  -4.276273
H  -0.395028  7.002788  -2.404019
H  0.515815  5.205754  -0.805995
C  -5.174447  -0.027695  -3.681443
C  -4.880616  0.709705  -2.546071
C  -4.002474  0.201827  -1.606994
C  -3.390713  -1.037201  -1.777027
C  -3.712391  -1.767154  -2.915895
C  -4.598233  -1.274614  -3.858932
Si  -2.108890  -1.627177  -0.492021
C  -1.391518  -3.291596  -1.140803
C  -2.130834  -4.465188  -1.249630
C  -1.540002  -5.652721  -1.647340
C  -0.182878  -5.703727  -1.919930
C  0.571690  -4.547300  -1.817455
C  -0.037236  -3.363694  -1.443124
C  -3.128991  -2.177771  1.033490
C  -4.460321  -2.566456  0.936614
C  -5.169078  -2.984779  2.048574
C  -4.559277  -3.018152  3.290581
C  -3.237930  -2.624814  3.411790
C  -2.536686  -2.214712  2.292259
H  -5.857642  0.370446  -4.417679
H  -5.348755  1.677665  -2.404586
H  -3.789394  0.766473  -0.710513
H  -3.267860  -2.741286  -3.054674
H  -4.850890  -1.868305  -4.727758
H  -3.186380  -4.444391  -1.017483
H  -2.138594  -6.547066  -1.748879
H  0.283623  -6.636110  -2.208022
H  1.630900  -4.563190  -2.038011
H  0.572135  -2.467333  -1.384514
H  -4.950705  -2.527146  -0.026063
H  -6.194358  -3.306869  1.938481
H  -5.115118  -3.347648  4.156435
H  -2.751169  -2.644414  4.378417
H  -1.502064  -1.911679  2.405647

Cartesian forces (eV/Å) of the 2 atoms listed first:
Zn 0.2824 0.3144 0.0046
C 0.0571 0.6138 -0.2668

---

# 2
The following is a DFT calculation (ωB97M-V/def2-TZVPD) of C59H55Cl2N5P3SiTi as an isolated structure.

Net charge: +2
HOMO level (spin up / spin down) in Eh: -0.4471 / -0.4362
DFT total energy in eV: -153422.873
Frontier orbital gap (spin up / spin down) in eV: 7.851 / 7.418
2S+1: 2
ΔE to the lowest compared entry with this formula, charge and spin in eV: 0.079

Cartesian coordinates (Å):
Ti  -0.234380  -0.050425  -0.106779
C  5.222363  -0.088188  -4.765236
C  5.297786  -0.830295  -3.597620
C  4.480125  -0.525630  -2.519828
C  3.561898  0.513706  -2.603212
C  3.512408  1.275127  -3.771535
C  4.334416  0.975218  -4.843946
P  2.472469  0.877142  -1.169561
C  2.329711  2.686283  -1.281625
C  1.443578  3.153500  -2.253768
C  1.251321  4.507902  -2.451162
C  1.922715  5.427090  -1.655951
C  2.793748  4.976493  -0.676665
C  3.005818  3.614529  -0.497709
C  3.552271  0.356684  0.198682
C  4.731735  1.015726  0.527839
C  5.532119  0.551689  1.560361
C  5.164051  -0.595105  2.245181
C  4.026785  -1.295594  1.862285
C  3.207256  -0.852657  0.824525
Si  1.695537  -1.835733  0.204655
C  2.191340  -2.661366  -1.418901
C  3.356214  -3.423583  -1.554668
C  3.678484  -4.024688  -2.756645
C  2.846405  -3.870357  -3.864033
C  1.679159  -3.140885  -3.749763
C  1.349469  -2.555920  -2.525567
P  -0.227450  -1.720169  -2.245669
C  -1.476677  -3.031985  -2.254390
C  -2.814879  -2.661517  -2.127407
C  -3.819706  -3.593275  -2.305939
C  -3.495779  -4.918362  -2.573706
C  -2.166851  -5.304894  -2.644565
C  -1.157627  -4.362421  -2.493422
C  -0.535389  -0.906072  -3.865272
C  -1.601255  -1.202075  -4.714704
C  -1.704439  -0.582195  -5.954088
C  -0.760262  0.351384  -6.357902
C  0.301596  0.654453  -5.516981
C  0.411081  0.024333  -4.286871
C  1.343373  -3.273559  1.376774
C  2.299501  -4.240150  1.725763
C  1.989839  -5.279716  2.577792
C  0.707882  -5.387054  3.117191
C  -0.255210  -4.463452  2.774484
C  0.056991  -3.428936  1.888007
P  -1.117229  -2.106554  1.500804
C  -2.702986  -2.911667  1.089369
C  -3.876676  -2.162698  0.986695
C  -5.098500  -2.779110  0.779268
C  -5.167517  -4.158519  0.645947
C  -4.001564  -4.906193  0.680312
C  -2.777949  -4.289216  0.894283
C  -1.391646  -1.484408  3.213932
C  -2.641956  -1.192609  3.757332
C  -2.752099  -0.672058  5.040152
C  -1.614619  -0.434860  5.799583
C  -0.367689  -0.738919  5.273972
C  -0.258666  -1.259041  3.994162
H  5.866544  -0.323482  -5.601103
H  6.006601  -1.642283  -3.512739
H  4.585171  -1.093057  -1.606620
H  2.850209  2.123991  -3.851332
H  4.293693  1.584143  -5.737068
H  0.891043  2.446362  -2.866719
H  0.574801  4.851765  -3.223049
H  1.770445  6.487192  -1.802439
H  3.328246  5.683761  -0.058002
H  3.705291  3.300727  0.267514
H  5.061614  1.880424  -0.037927
H  6.439718  1.079525  1.818767
H  5.776919  -0.960964  3.057940
H  3.782192  -2.205784  2.392657
H  4.039334  -3.526046  -0.719724
H  4.584569  -4.609353  -2.846039
H  3.111471  -4.328546  -4.806797
H  1.020614  -3.032739  -4.603308
H  -3.072865  -1.628412  -1.910984
H  -4.854726  -3.291788  -2.226557
H  -4.280908  -5.647935  -2.718745
H  -1.907243  -6.336605  -2.835906
H  -0.124225  -4.676914  -2.579470
H  -2.337472  -1.946491  -4.447012
H  -2.519658  -0.849469  -6.612244
H  -0.840616  0.822820  -7.327944
H  1.066829  1.353834  -5.827617
H  1.283935  0.217493  -3.676213
H  3.303664  -4.186524  1.326489
H  2.744132  -6.009773  2.837914
H  0.472448  -6.190757  3.800681
H  -1.247810  -4.538800  3.201573
H  -3.847283  -1.083874  1.077993
H  -6.000015  -2.183092  0.725954
H  -6.122526  -4.644890  0.500782
H  -4.036087  -5.977959  0.542876
H  -1.885243  -4.898420  0.905857
H  -3.549193  -1.414994  3.208818
H  -3.732272  -0.481123  5.455853
H  -1.702108  -0.037349  6.800903
H  0.524545  -0.584387  5.864688
H  0.726070  -1.509601  3.613631
C  -2.299141  2.515832  -3.864951
N  -3.115942  2.272347  -2.684089
C  -4.475186  2.792278  -2.735807
C  -2.597739  1.678772  -1.588269
N  -1.499030  0.989332  -1.583321
N  -3.334425  1.856033  -0.427830
C  -3.023550  1.393292  0.829566
N  -3.905415  1.759266  1.790227
N  -1.973306  0.685318  1.064176
H  -2.500156  3.527180  -4.217690
H  -2.519546  1.801946  -4.660412
H  -1.240578  2.454107  -3.618506
H  -4.773575  2.855192  -3.779344
H  -4.554234  3.796482  -2.304874
H  -5.173509  2.112961  -2.246631
H  -1.176038  0.880064  -2.540328
H  -4.094166  2.511348  -0.479463
H  -4.761328  2.242626  1.585918
H  -3.774139  1.409877  2.725125
H  -1.910902  0.473226  2.057519
Cl  0.883941  1.032450  2.117145
C  0.766016  2.823503  1.926696
Cl  -0.253940  3.302097  0.591132
H  1.774267  3.172164  1.733762
H  0.363828  3.195025  2.863361

Cartesian forces (eV/Å) of the 2 atoms listed first:
Ti -0.5567 -0.5337 -0.2928
C 0.0091 -0.0119 -0.0073